Entry w
C64H176N16O16 | ωB97M-V with the def2-TZVPD basis set

XYZ file:
```
272
Properties=species:S:1:pos:R:3:lowdin_charge:R:1
C -5.51121 25.60607 -14.82235 -0.05
C -5.61257 24.35583 -13.97961 -0.41
C -4.51136 23.25304 -14.31981 -0.16
O -4.61932 22.93664 -15.71203 -0.20
C -3.67165 21.97825 -16.13424 -0.12
N -5.50420 24.73303 -12.59404 0.06
H -4.55866 26.08918 -14.60477 0.08
H -6.23719 26.37726 -14.56483 0.06
H -5.67428 25.51404 -15.89615 0.08
H -6.53338 23.78600 -14.10412 0.11
H -4.60861 22.32518 -13.75614 0.08
H -3.52505 23.68196 -14.14283 0.12
H -2.66295 22.38685 -16.07353 0.08
H -3.83267 21.65081 -17.16135 0.09
H -3.64583 21.07743 -15.52109 0.07
H -5.83153 23.98800 -11.99581 0.02
H -6.13352 25.52245 -12.56441 0.02
C -7.35308 20.47868 -15.51810 -0.06
C -8.40274 21.46682 -15.24470 -0.44
C -9.74161 21.06494 -15.84813 -0.17
O -9.58805 20.93626 -17.28795 -0.19
C -9.11895 22.15221 -17.92364 -0.10
N -8.50572 21.65317 -13.75851 0.06
H -7.06888 20.56258 -16.56705 0.08
H -7.56801 19.43142 -15.30559 0.09
H -6.48066 20.69240 -14.90061 0.06
H -8.08437 22.42354 -15.65874 0.12
H -10.46034 21.87758 -15.74250 0.11
H -10.20509 20.22839 -15.32518 0.12
H -8.07834 22.36416 -17.67806 0.07
H -9.74804 23.03640 -17.82090 0.09
H -9.10118 21.99961 -19.00276 0.08
H -7.64098 22.14392 -13.58111 0.03
H -9.20828 22.33448 -13.50887 0.03
C -13.87813 26.54638 -2.86773 -0.07
C -12.64365 27.17235 -3.54835 -0.38
C -11.87967 26.22909 -4.59624 -0.12
O -11.48056 24.99049 -3.90494 -0.18
C -11.22379 23.88046 -4.65007 -0.16
N -13.23227 28.35829 -4.20359 0.03
H -14.27713 27.20984 -2.10046 0.08
H -13.56951 25.55542 -2.53478 0.07
H -14.67511 26.34840 -3.58447 0.06
H -11.85104 27.51944 -2.88548 0.13
H -10.99404 26.79972 -4.87577 0.09
H -12.40051 25.91763 -5.50168 0.09
H -11.11340 23.08090 -3.91754 0.10
H -10.32972 23.90759 -5.27297 0.07
H -12.03124 23.50482 -5.27858 0.06
H -13.73635 28.06367 -5.02773 0.04
H -12.40119 28.78245 -4.59025 0.04
C -14.90153 23.95175 -5.29279 -0.04
C -15.50321 24.10593 -6.71786 -0.37
C -16.56761 25.21875 -6.93320 -0.23
O -17.70598 24.72934 -6.31260 -0.14
C -18.67700 25.69131 -6.49795 -0.14
N -14.33216 24.29084 -7.56029 0.02
H -15.63088 23.75795 -4.50628 0.08
H -14.25390 24.81189 -5.12296 0.05
H -14.27023 23.08153 -5.11317 0.06
H -15.95313 23.19363 -7.10952 0.11
H -16.66843 25.40857 -8.00180 0.12
H -16.21391 26.21623 -6.67238 0.11
H -19.61052 25.44529 -5.99187 0.09
H -18.99073 25.78093 -7.53797 0.09
H -18.34816 26.63244 -6.05722 0.09
H -13.84472 23.41975 -7.71425 0.04
H -14.62609 24.59267 -8.47823 0.02
C -5.77327 23.03651 -9.09010 -0.05
C -7.10479 22.69145 -9.69638 -0.38
C -8.15304 23.78293 -9.41915 -0.16
O -9.48220 23.34922 -9.66940 -0.22
C -10.52193 24.17789 -9.15543 -0.08
N -6.87751 22.51105 -11.11530 0.07
H -5.02144 22.25199 -9.17593 0.04
H -5.83502 23.34025 -8.04510 0.08
H -5.29535 23.92611 -9.50034 0.08
H -7.46029 21.72997 -9.32586 0.13
H -7.97080 24.69772 -9.98310 0.12
H -8.07956 24.10614 -8.38077 0.11
H -10.50329 25.12472 -9.69511 0.07
H -10.35315 24.48391 -8.12297 0.08
H -11.48055 23.71231 -9.38428 0.08
H -6.24270 21.76372 -11.35740 0.04
H -7.76181 22.23240 -11.51590 0.05
C -15.67532 20.94014 -9.25339 -0.04
C -14.31329 20.53637 -8.71612 -0.41
C -13.71851 19.31929 -9.43172 -0.20
O -14.38454 18.10840 -9.14619 -0.20
C -14.07612 17.60245 -7.76419 -0.03
N -13.42761 21.65730 -8.94027 0.04
H -16.33917 20.07569 -9.24192 0.08
H -15.59964 21.20866 -10.30708 0.08
H -16.12772 21.72052 -8.64146 0.06
H -14.39959 20.46934 -7.63162 0.12
H -12.67868 19.08976 -9.19898 0.11
H -13.79847 19.42878 -10.51326 0.13
H -14.53327 18.33644 -7.10058 0.07
H -13.00105 17.60446 -7.58436 0.07
H -14.49739 16.60659 -7.62675 0.08
H -12.50812 21.49695 -8.55436 0.02
H -13.18007 21.54561 -9.91308 0.04
C -11.52319 20.37538 -6.18038 -0.04
C -10.71759 21.37665 -6.93304 -0.40
C -9.26825 21.48726 -6.38062 -0.14
O -9.04469 21.89629 -5.00682 -0.20
C -7.66713 22.02912 -4.72055 -0.10
N -10.72704 20.83641 -8.28672 0.07
H -11.29687 19.31066 -6.23735 0.06
H -12.57330 20.50626 -6.44158 0.07
H -11.45199 20.54854 -5.10658 0.09
H -11.19912 22.35278 -6.99131 0.11
H -8.84009 22.28062 -6.99329 0.10
H -8.67163 20.61869 -6.65944 0.11
H -7.22428 21.04006 -4.83786 0.07
H -7.57139 22.26083 -3.65977 0.09
H -7.17923 22.81115 -5.30234 0.07
H -10.41952 19.87665 -8.22042 0.05
H -9.99930 21.34570 -8.76746 0.06
C -12.77761 27.52435 -9.61531 -0.05
C -12.62917 27.58711 -8.06342 -0.41
C -12.04259 28.95140 -7.65219 -0.18
O -10.66982 29.11148 -8.03114 -0.18
C -9.72653 28.23770 -7.29703 -0.06
N -13.92280 27.31576 -7.48520 0.05
H -11.79638 27.63304 -10.07735 0.07
H -13.44062 28.30971 -9.97824 0.08
H -13.36946 26.64511 -9.86977 0.04
H -11.98619 26.73931 -7.82692 0.11
H -12.21123 29.17782 -6.59938 0.09
H -12.55399 29.78267 -8.13754 0.13
H -10.01703 27.19283 -7.40638 0.06
H -9.68837 28.39044 -6.21846 0.08
H -8.74187 28.36282 -7.74746 0.07
H -14.66453 27.74931 -8.01621 0.08
H -14.08169 26.32095 -7.55736 0.01
C -3.88861 18.22982 -7.10212 -0.02
C -5.39751 18.63372 -6.92032 -0.42
C -5.97952 18.15319 -5.62532 -0.23
O -6.05946 16.73916 -5.76764 -0.19
C -6.47874 16.08457 -4.51510 -0.06
N -5.54543 20.06973 -7.00344 0.08
H -3.48821 18.47844 -8.08496 0.05
H -3.77025 17.14832 -7.03535 0.07
H -3.30571 18.75602 -6.34619 0.07
H -5.99286 18.23338 -7.74092 0.11
H -6.92692 18.65600 -5.43113 0.10
H -5.33045 18.36870 -4.77658 0.12
H -6.42218 15.00310 -4.63895 0.08
H -7.52899 16.28980 -4.30785 0.08
H -5.82704 16.37322 -3.69043 0.08
H -5.19355 20.43411 -6.12965 0.03
H -4.93587 20.52060 -7.67071 0.05
C -4.01685 19.97700 -10.54331 -0.06
C -3.91106 20.76072 -11.89192 -0.41
C -2.51466 20.77509 -12.53660 -0.21
O -1.67915 21.38083 -11.60333 -0.22
C -0.34949 21.53634 -12.14539 -0.06
N -4.88098 20.07561 -12.72919 0.05
H -3.46875 20.41080 -9.70694 0.05
H -3.52266 19.02034 -10.71268 0.08
H -5.01253 19.75767 -10.15779 0.06
H -4.20882 21.80100 -11.76058 0.11
H -2.62893 21.32785 -13.46907 0.10
H -2.19886 19.77601 -12.83696 0.13
H -0.37822 22.09173 -13.08285 0.09
H 0.08322 20.57753 -12.43096 0.09
H 0.22510 22.14971 -11.45133 0.09
H -5.77303 19.96872 -12.26776 0.01
H -4.58855 19.10889 -12.73421 0.08
C -10.99147 26.14672 -13.58877 -0.08
C -9.57205 25.79867 -13.28267 -0.35
C -8.98653 26.83713 -12.26820 -0.12
O -7.51879 26.60819 -12.13295 -0.23
C -7.00388 27.42561 -11.17198 -0.15
N -9.59087 24.48682 -12.54845 0.07
H -11.35911 25.37049 -14.25990 0.08
H -11.29238 27.10719 -14.00715 0.09
H -11.70364 26.14951 -12.76360 0.06
H -8.90422 25.71884 -14.14041 0.14
H -9.45231 26.63542 -11.30359 0.10
H -9.28378 27.87305 -12.43135 0.13
H -7.49764 27.24458 -10.21724 0.08
H -7.26187 28.48018 -11.26901 0.09
H -5.91759 27.44121 -11.08342 0.08
H -10.15966 24.52661 -11.71478 0.03
H -8.70327 24.35225 -12.08568 0.04
C -14.57212 25.25901 -12.23614 -0.06
C -14.46905 23.82578 -11.76836 -0.43
C -13.09392 23.21875 -11.96819 -0.14
O -13.09522 21.74897 -11.85232 -0.19
C -11.78859 21.23219 -12.03942 -0.11
N -14.90407 23.87122 -10.37870 0.04
H -13.95312 25.85950 -11.56954 0.04
H -15.55431 25.72765 -12.17465 0.08
H -14.20912 25.26831 -13.26387 0.07
H -15.18534 23.19129 -12.29032 0.14
H -12.43752 23.66347 -11.22022 0.11
H -12.81802 23.57708 -12.95995 0.12
H -11.77973 20.16576 -11.81414 0.08
H -11.03985 21.60028 -11.33799 0.08
H -11.35653 21.27141 -13.03936 0.07
H -15.88839 23.66014 -10.29708 0.08
H -14.38500 23.12914 -9.93152 0.01
C -3.72579 23.60136 -5.60113 -0.04
C -2.72953 22.90663 -4.61998 -0.41
C -2.97472 21.38760 -4.70905 -0.21
O -4.26082 20.94037 -4.28190 -0.23
C -4.54576 21.13083 -2.87392 -0.08
N -1.30113 23.20246 -4.91544 0.05
H -3.70351 24.66688 -5.37251 0.07
H -4.72907 23.19115 -5.48607 0.06
H -3.50693 23.48019 -6.66204 0.06
H -2.92781 23.22255 -3.59578 0.12
H -2.13956 20.77633 -4.36709 0.12
H -3.05286 21.21818 -5.78296 0.11
H -5.39637 20.58350 -2.46772 0.08
H -4.69501 22.17955 -2.61698 0.08
H -3.79451 20.66028 -2.23963 0.09
H -1.07686 22.71404 -5.77057 0.06
H -0.92449 22.65262 -4.15654 0.06
C -9.56360 17.75887 -11.42305 -0.04
C -8.71610 18.80711 -10.60246 -0.43
C -8.34526 18.28572 -9.27768 -0.16
O -9.57412 18.08641 -8.48071 -0.21
C -9.25483 17.66452 -7.15575 -0.10
N -7.70448 19.44534 -11.43717 0.06
H -9.08758 16.77831 -11.42601 0.07
H -9.74727 18.06949 -12.45159 0.07
H -10.54026 17.59423 -10.96794 0.07
H -9.51564 19.53321 -10.45546 0.11
H -7.65526 18.99394 -8.81895 0.11
H -7.92460 17.28025 -9.29044 0.13
H -8.69162 16.73140 -7.14220 0.09
H -10.09888 17.66746 -6.46606 0.08
H -8.53476 18.35593 -6.71807 0.06
H -7.30470 18.59041 -11.79685 0.08
H -8.15837 19.91734 -12.20613 0.04
C -4.26759 27.16709 -8.02905 -0.06
C -5.09946 28.21128 -7.30599 -0.45
C -5.97579 27.62227 -6.17498 -0.20
O -7.03409 26.79602 -6.65499 -0.21
C -7.61595 25.97229 -5.62442 -0.08
N -4.19904 29.21437 -6.79256 0.05
H -3.46679 27.63781 -8.59935 0.09
H -4.90017 26.56633 -8.68252 0.07
H -3.84770 26.44146 -7.33244 0.06
H -5.80189 28.59429 -8.04626 0.13
H -6.48258 28.43417 -5.65336 0.12
H -5.32793 27.10857 -5.46471 0.12
H -6.91496 25.24667 -5.21188 0.07
H -8.38462 25.34677 -6.07827 0.06
H -8.10850 26.58080 -4.86599 0.09
H -4.68491 29.66170 -6.02841 0.06
H -3.56481 28.65829 -6.23702 0.07
C -0.69836 24.49807 -8.95162 -0.05
C -2.18787 24.39548 -9.32261 -0.39
C -2.50907 25.07023 -10.66995 -0.20
O -1.86475 26.33894 -10.68551 -0.19
C -2.37572 27.13579 -11.74649 -0.11
N -2.40188 22.93972 -9.40356 0.06
H -0.41270 24.22131 -7.93678 0.07
H -0.44767 25.55389 -9.05409 0.07
H -0.06207 23.96177 -9.65561 0.07
H -2.77416 24.89875 -8.55379 0.10
H -3.57488 25.08453 -10.89789 0.09
H -2.14875 24.41818 -11.46562 0.12
H -2.18106 26.71943 -12.73486 0.08
H -1.79185 28.05598 -11.76740 0.08
H -3.42388 27.41804 -11.64762 0.07
H -1.85099 22.48310 -10.11638 0.03
H -3.37500 22.71277 -9.55067 0.01
```

E_LUMO: 0.4 eV
Charge: 0
Spin multiplicity: 1

=====

Entry x
C64H176N16O16 | ωB97M-V with the def2-TZVPD basis set

XYZ file:
```
272
Properties=species:S:1:pos:R:3:lowdin_charge:R:1
C 0.51301 -5.86360 1.67518 -0.05
C 0.35601 -7.37200 1.60661 -0.38
C -0.17524 -7.96879 2.90837 -0.19
O 0.54478 -7.51207 4.05357 -0.22
C 1.92258 -7.87728 4.11864 -0.08
N -0.54613 -7.66389 0.43413 0.03
H 1.45869 -5.59316 2.15114 0.07
H -0.28339 -5.35379 2.21743 0.07
H 0.52453 -5.49717 0.65171 0.07
H 1.32957 -7.84362 1.48404 0.12
H -0.07772 -9.05295 2.96108 0.12
H -1.21532 -7.79192 3.20075 0.13
H 1.97437 -8.96139 4.05201 0.09
H 2.31149 -7.46112 5.04899 0.09
H 2.52315 -7.43851 3.31679 0.07
H -0.97190 -8.57763 0.38589 0.08
H -0.05105 -7.63868 -0.45406 0.07
C 1.83171 -3.49991 5.05927 -0.04
C 0.62693 -3.41852 5.97839 -0.42
C -0.35828 -4.53467 5.72989 -0.22
O -1.60034 -4.28421 6.33061 -0.20
C -2.61742 -5.18165 5.93858 -0.09
N 1.07004 -3.34642 7.38455 0.04
H 2.56969 -2.76520 5.38075 0.08
H 1.48387 -3.33143 4.03646 0.06
H 2.26998 -4.48594 5.18335 0.08
H 0.09512 -2.47923 5.83110 0.11
H -0.00705 -5.51342 6.08673 0.13
H -0.46334 -4.75899 4.66294 0.11
H -2.35061 -6.20735 6.18916 0.09
H -2.79154 -5.16601 4.85687 0.08
H -3.46717 -4.77534 6.48135 0.09
H 1.65996 -4.14836 7.56260 0.08
H 0.34211 -3.43329 8.08278 0.08
C -0.82783 1.46187 -4.65189 -0.04
C -0.25269 0.18468 -5.24294 -0.41
C -0.96539 -1.07883 -4.75888 -0.18
O -0.83111 -1.20047 -3.34388 -0.23
C -1.66920 -2.17002 -2.78826 -0.10
N -0.32936 0.31079 -6.71724 0.02
H -0.13854 2.28806 -4.80891 0.08
H -1.17803 1.30856 -3.63637 0.06
H -1.69977 1.63856 -5.28864 0.08
H 0.79391 0.11461 -4.94001 0.12
H -0.56670 -1.91631 -5.32219 0.12
H -2.02344 -0.90364 -4.92317 0.12
H -2.69544 -1.87885 -3.04357 0.06
H -1.60572 -2.10842 -1.69990 0.08
H -1.47231 -3.16919 -3.19074 0.09
H -1.28746 0.42715 -7.02905 0.09
H 0.06962 -0.45760 -7.24036 0.09
C 3.57746 3.95265 0.98843 -0.04
C 3.12007 5.32811 0.53861 -0.41
C 3.33613 6.48399 1.50205 -0.20
O 2.41124 6.40355 2.55248 -0.24
C 2.43590 7.50381 3.44632 -0.09
N 3.72083 5.59270 -0.80008 0.05
H 3.19736 3.24453 0.25243 0.06
H 3.15490 3.76234 1.98217 0.09
H 4.66314 3.85491 0.97832 0.08
H 2.02853 5.30651 0.41135 0.11
H 3.25505 7.43073 0.95568 0.13
H 4.30134 6.45723 2.00884 0.13
H 3.39072 7.64230 3.95622 0.09
H 1.56778 7.28251 4.07164 0.09
H 2.21831 8.45817 2.96170 0.09
H 4.71355 5.77765 -0.75152 0.08
H 3.26355 6.31423 -1.33951 0.05
C 4.32474 2.07752 -7.65549 -0.06
C 3.23028 1.84326 -6.58248 -0.45
C 3.32394 2.73473 -5.34754 -0.22
O 4.58092 2.69206 -4.74426 -0.20
C 4.80891 3.57403 -3.64446 -0.09
N 1.97547 1.90167 -7.26655 0.05
H 4.18784 3.08006 -8.08203 0.07
H 4.07097 1.35847 -8.42898 0.07
H 5.35489 2.05626 -7.31196 0.07
H 3.34849 0.78913 -6.31816 0.13
H 2.59714 2.35751 -4.62757 0.11
H 3.10932 3.78158 -5.59140 0.12
H 4.20885 3.30678 -2.78410 0.07
H 4.63633 4.58208 -4.02258 0.08
H 5.87497 3.55284 -3.41100 0.09
H 1.74109 2.88587 -7.28567 0.08
H 1.21492 1.33328 -6.91805 0.00
C -3.23672 2.88863 6.08095 -0.07
C -4.36667 1.99675 5.59605 -0.42
C -4.14602 0.51370 6.06517 -0.16
O -3.24459 -0.15571 5.16282 -0.21
C -2.81213 -1.40111 5.64608 -0.13
N -5.64340 2.53389 6.02431 0.03
H -3.13265 2.74680 7.15178 0.07
H -3.45232 3.90617 5.75518 0.08
H -2.31307 2.56800 5.60568 0.06
H -4.27569 2.02467 4.50585 0.14
H -5.08238 -0.03599 6.10670 0.11
H -3.62800 0.45930 7.02181 0.11
H -3.61008 -2.13865 5.73329 0.09
H -2.19497 -1.29492 6.54193 0.08
H -2.12612 -1.80267 4.88850 0.07
H -5.81587 2.64965 7.01488 0.07
H -6.38830 1.91622 5.73713 0.06
C -4.76579 -0.31622 -1.89304 -0.05
C -5.36491 -0.71353 -3.25055 -0.45
C -6.39500 -1.87303 -3.08861 -0.19
O -6.73758 -2.50347 -4.32601 -0.18
C -7.60473 -3.61771 -4.14562 -0.11
N -5.94515 0.45742 -3.89219 0.07
H -5.58493 0.20763 -1.38698 0.09
H -3.99940 0.42575 -2.08625 0.06
H -4.43187 -1.17506 -1.31896 0.06
H -4.56982 -1.27835 -3.76664 0.11
H -7.27453 -1.37472 -2.68280 0.13
H -5.98395 -2.59065 -2.38733 0.10
H -8.55545 -3.40719 -3.64188 0.09
H -7.15572 -4.47232 -3.64369 0.08
H -7.87226 -3.89946 -5.16374 0.09
H -5.24568 1.15705 -4.09959 0.06
H -6.43529 0.14735 -4.71451 0.07
C -1.21100 7.02196 -4.49275 -0.06
C -0.01566 7.29537 -3.56601 -0.41
C 1.05854 6.19272 -3.76643 -0.19
O 0.53228 4.91455 -3.46152 -0.20
C 0.27484 4.73736 -2.08563 -0.10
N 0.51023 8.65202 -3.90846 0.04
H -1.85036 7.91025 -4.46776 0.08
H -1.75296 6.13012 -4.17301 0.05
H -0.91288 6.86402 -5.52770 0.08
H -0.38996 7.17941 -2.55009 0.12
H 1.85324 6.36852 -3.03995 0.09
H 1.43707 6.25055 -4.79287 0.13
H 1.02387 5.25880 -1.48920 0.07
H 0.35261 3.64682 -2.02525 0.08
H -0.74192 4.98212 -1.74869 0.06
H -0.20978 9.35400 -3.76926 0.06
H 1.23242 8.94629 -3.25690 0.06
C 6.83601 1.44125 0.35518 -0.06
C 6.06358 0.11795 0.30273 -0.42
C 4.61369 0.26611 0.76517 -0.23
O 4.59073 0.55108 2.13847 -0.17
C 3.34695 0.36514 2.78604 -0.08
N 6.20120 -0.38266 -1.07582 0.06
H 7.88301 1.23043 0.15291 0.07
H 6.60318 1.90334 1.31960 0.07
H 6.47431 2.14166 -0.41076 0.07
H 6.49088 -0.63837 0.95978 0.13
H 4.07326 -0.66421 0.60414 0.08
H 4.15869 1.02754 0.12637 0.11
H 3.01481 -0.66602 2.66300 0.08
H 2.58843 1.04619 2.41465 0.08
H 3.41655 0.50112 3.86686 0.08
H 5.85901 -1.32625 -1.19301 0.02
H 5.74198 0.19754 -1.75743 0.04
C 3.86813 -1.10653 -3.73518 -0.04
C 3.48710 -2.16286 -2.67846 -0.40
C 2.47505 -3.17066 -3.17249 -0.19
O 2.11302 -4.03473 -2.10196 -0.19
C 1.56075 -5.24599 -2.57002 -0.11
N 4.74099 -2.81054 -2.23113 0.05
H 4.45103 -1.55154 -4.55136 0.09
H 4.64148 -0.45746 -3.33012 0.06
H 2.99279 -0.62881 -4.14150 0.05
H 3.20486 -1.62875 -1.77213 0.11
H 2.98526 -3.76964 -3.92861 0.12
H 1.64621 -2.65002 -3.65409 0.12
H 2.21352 -5.59751 -3.36393 0.08
H 0.53131 -5.18366 -2.93761 0.08
H 1.49940 -5.92338 -1.71857 0.07
H 4.52677 -3.48212 -1.51253 0.04
H 5.16080 -3.27599 -3.02367 0.08
C -6.20777 6.06020 -5.75131 -0.06
C -6.07640 5.03124 -4.61144 -0.44
C -4.61799 4.81855 -4.30129 -0.20
O -4.46377 4.03249 -3.10335 -0.22
C -3.18867 3.43911 -2.93090 -0.09
N -6.89059 5.42857 -3.46061 0.05
H -5.62932 5.71730 -6.61202 0.08
H -5.81035 7.01917 -5.40685 0.07
H -7.21715 6.28771 -6.08450 0.07
H -6.52774 4.11009 -4.98082 0.13
H -4.08881 5.76749 -4.19384 0.11
H -4.08793 4.30995 -5.10788 0.13
H -2.39969 4.18854 -2.86397 0.07
H -3.01176 2.73959 -3.74587 0.06
H -3.27756 2.95164 -1.95679 0.09
H -6.65550 4.82405 -2.68611 0.06
H -6.69560 6.38356 -3.18845 0.07
C -0.14171 1.42144 7.71928 -0.06
C 0.44328 0.16386 7.16831 -0.44
C 1.53829 0.38565 6.08847 -0.19
O 1.13267 1.03847 4.91190 -0.19
C 0.11592 0.38062 4.18963 -0.09
N 1.09153 -0.51479 8.30114 0.05
H -0.68736 2.06674 7.02740 0.06
H 0.65170 1.92966 8.25099 0.09
H -0.98291 1.16584 8.37505 0.08
H -0.38148 -0.33122 6.63795 0.09
H 1.94436 -0.60887 5.89775 0.10
H 2.32786 1.05718 6.41544 0.13
H -0.04805 0.97445 3.29181 0.08
H -0.82576 0.35077 4.73786 0.07
H 0.45870 -0.61243 3.89488 0.08
H 1.40288 -1.46555 8.14993 0.02
H 0.41520 -0.55023 9.04750 0.06
C -0.84821 0.97689 -0.59456 -0.05
C 0.59542 0.57874 -0.41593 -0.41
C 0.73876 -0.83814 0.21748 -0.19
O -0.00536 -1.04057 1.39014 -0.18
C -0.12147 -2.42784 1.64254 -0.11
N 1.33075 0.54386 -1.71259 0.09
H -0.81996 2.02600 -0.89717 0.06
H -1.44253 0.87894 0.31175 0.08
H -1.10331 0.28597 -1.39433 0.06
H 1.04976 1.34905 0.19774 0.12
H 1.80569 -0.95885 0.40218 0.10
H 0.33349 -1.50403 -0.54994 0.12
H -0.72104 -2.90751 0.86872 0.07
H -0.49747 -2.50330 2.66341 0.08
H 0.82470 -2.98268 1.59905 0.07
H 1.24401 1.45883 -2.14761 0.06
H 0.77314 -0.11786 -2.23577 0.04
C -0.68406 3.96906 2.51469 -0.05
C -0.75292 5.16112 1.57478 -0.45
C -2.14234 5.26244 0.96484 -0.18
O -2.01089 6.02695 -0.23980 -0.23
C -3.24726 6.47357 -0.75616 -0.10
N -0.35349 6.37898 2.26746 0.09
H -1.16827 4.15254 3.47764 0.08
H 0.35398 3.78544 2.81202 0.08
H -1.08358 3.03296 2.12464 0.07
H -0.27614 4.78414 0.65312 0.12
H -2.74048 5.83680 1.66986 0.13
H -2.48755 4.27855 0.67817 0.12
H -3.85342 7.07946 -0.08220 0.09
H -3.78565 5.60830 -1.12924 0.07
H -2.99868 7.07189 -1.63374 0.08
H -0.52416 7.14710 1.63006 0.08
H 0.63702 6.18852 2.35241 0.03
C -4.07671 -4.90914 -1.54213 -0.06
C -2.98804 -5.21298 -0.52079 -0.42
C -3.16237 -4.34800 0.75956 -0.16
O -3.22155 -2.94398 0.42749 -0.22
C -3.66189 -2.16323 1.50412 -0.11
N -3.18122 -6.62775 -0.12948 0.03
H -3.90529 -3.90929 -1.93165 0.05
H -5.03996 -4.96427 -1.03745 0.09
H -3.94270 -5.72237 -2.25146 0.08
H -2.04116 -5.05440 -1.02596 0.12
H -2.26673 -4.39162 1.37545 0.09
H -4.04678 -4.72340 1.25323 0.12
H -3.80430 -1.17704 1.06568 0.08
H -2.89920 -2.10016 2.28878 0.07
H -4.61612 -2.41338 1.98381 0.09
H -3.16717 -7.25070 -0.92747 0.06
H -2.37369 -6.87681 0.42200 0.01
C 4.45171 -7.54058 -1.07700 -0.05
C 5.21204 -6.61812 -0.11984 -0.44
C 4.30643 -5.58014 0.54454 -0.22
O 5.07652 -4.48743 1.02508 -0.16
C 4.22568 -3.34864 1.21355 -0.09
N 5.79868 -7.45269 0.91855 0.04
H 3.78543 -8.17662 -0.50653 0.08
H 5.19707 -8.12005 -1.63252 0.08
H 3.95541 -6.96663 -1.85844 0.06
H 5.91273 -5.96257 -0.64274 0.14
H 3.77863 -6.16160 1.30114 0.11
H 3.63067 -5.11079 -0.16806 0.10
H 4.92689 -2.53568 1.40606 0.09
H 3.44352 -3.36291 1.97492 0.08
H 3.72298 -3.15215 0.26168 0.06
H 6.36723 -8.20562 0.55205 0.07
H 6.42544 -6.88679 1.47350 0.08
```

E_LUMO: 0.3 eV
Charge: 0
Spin multiplicity: 1

=====

Order of stability, best first: entry x, entry w